# CHOPS

A single CHOPS molecule (ωB97M-V/def2-TZVPD, OMol25).

The maximum force comes out at 6.02 eV Å⁻¹. For the highest occupied orbital energy, the calculation gives -7.71 eV. As for the LUMO energy: -1.82 eV. Its energy above the lowest of the compared OMol25 structures with the same formula, charge and spin is 64.1 kcal per mole. Its spin multiplicity is 1. As for the total energy: -853.3438 Eh.

Cartesian coordinates (Å):
C1 1.361 -0.946 -0.077
S1 -0.178 -0.669 -0.509
P1 -1.782 1.011 0.570
O1 -1.164 2.302 0.590
H1 1.762 -1.697 -0.575

Atomic partial charges in e from the Löwdin method, atoms 1 to 4: C -0.49; S 0.43; P 0.76; O -0.54